(1)
Formula: C12H43N14NiO13
Source: OMol25
Level of theory: ωB97M-V with the def2-TZVPD basis set

Each line ends with the Löwdin charge.
Positions of all 83 atoms, in Å:
1 Ni -0.178 1.004 3.841  1.14
2 O 0.875 -0.879 0.330  0.03
3 C -0.201 -0.152 0.805  -0.68
4 O -0.080 0.127 2.035  -0.05
5 O -1.094 0.110 -0.008  -0.02
6 H 1.188 -0.963 1.270  0.09
7 C 3.062 1.369 0.131  -0.16
8 O 3.623 2.346 -0.716  -0.10
9 H 2.071 1.150 -0.267  0.05
10 H 3.599 0.421 0.127  0.08
11 H 3.020 1.734 1.162  0.07
12 H 3.143 3.175 -0.669  0.05
13 C 4.736 -2.116 -1.608  -0.17
14 O 3.443 -1.720 -1.998  -0.13
15 H 4.772 -3.207 -1.527  0.07
16 H 5.526 -1.661 -2.202  0.09
17 H 4.937 -1.735 -0.596  0.07
18 H 2.910 -1.709 -1.199  0.01
19 C -3.172 1.750 2.863  -0.58
20 O -2.165 1.462 3.553  -0.05
21 N -4.324 2.248 3.393  0.19
22 N -3.284 1.327 1.595  0.22
23 H -4.309 2.608 4.333  0.12
24 H -4.872 2.768 2.727  0.12
25 H -2.450 1.012 1.112  0.07
26 H -4.211 1.324 1.207  0.12
27 C -3.973 -0.517 -2.170  -0.68
28 O -4.983 -0.868 -2.757  0.04
29 N -3.472 -1.115 -1.049  0.15
30 N -3.284 0.629 -2.492  0.16
31 H -3.947 -1.988 -0.876  0.10
32 H -2.572 -0.935 -0.624  0.03
33 H -2.505 0.872 -1.923  0.04
34 H -3.510 1.093 -3.353  0.11
35 C 1.155 3.747 2.831  -0.58
36 O 0.337 2.803 2.942  -0.05
37 N 1.662 4.242 1.689  0.22
38 N 1.568 4.435 3.930  0.17
39 H 2.511 4.772 1.726  0.13
40 H 1.354 3.840 0.793  0.06
41 H 1.138 4.259 4.823  0.11
42 H 2.221 5.194 3.945  0.12
43 C -0.300 3.875 -0.956  -0.65
44 O 0.879 3.479 -0.871  -0.04
45 N -0.576 5.181 -1.169  0.19
46 N -1.344 3.044 -0.902  0.21
47 H -1.505 5.509 -1.341  0.11
48 H 0.286 5.681 -1.316  0.12
49 H -2.263 3.437 -0.998  0.11
50 H -1.270 2.073 -0.659  0.05
51 C 2.877 -3.113 1.787  -0.66
52 O 2.700 -2.123 2.508  0.00
53 N 3.628 -4.152 2.212  0.17
54 N 2.318 -3.256 0.555  0.17
55 H 4.002 -4.119 3.144  0.11
56 H 4.013 -4.842 1.593  0.10
57 H 2.447 -4.048 -0.044  0.12
58 H 1.597 -2.574 0.383  0.04
59 C -1.845 -3.395 2.736  -0.68
60 O -2.069 -3.873 3.845  0.02
61 N -2.746 -2.613 2.088  0.17
62 N -0.721 -3.695 2.007  0.16
63 H -2.507 -2.184 1.210  0.05
64 H -3.458 -2.162 2.633  0.11
65 H -0.210 -4.501 2.320  0.11
66 H -0.817 -3.453 1.032  0.05
67 C 0.269 1.670 -3.905  -0.67
68 O 0.304 2.882 -4.108  0.02
69 N -0.214 0.754 -4.781  0.16
70 N 0.983 1.127 -2.866  0.18
71 H -0.495 0.923 -5.728  0.11
72 H 0.033 -0.206 -4.616  0.08
73 H 0.719 0.269 -2.417  0.07
74 H 1.555 1.782 -2.357  0.07
75 C -0.100 -2.549 -2.312  -0.08
76 C -1.012 -3.742 -2.153  -0.26
77 O -1.720 -3.662 -0.890  -0.11
78 H 0.712 -2.578 -1.582  0.04
79 H -0.623 -1.629 -2.044  0.06
80 H 0.392 -2.547 -3.283  0.09
81 H -0.423 -4.659 -2.107  0.12
82 H -1.709 -3.704 -2.993  0.12
83 H -2.050 -4.562 -0.784  0.10

Calculated values
charge	+1
HOMO energy (alpha / beta)	-11.18 / -11.18	eV
<S²>	2.00
multiplicity	3
frontier orbital gap (alpha / beta)	5.93 / 5.13	eV


(2)
Formula: C12H43N3O8
Source: OMol25
Level of theory: ωB97M-V with the def2-TZVPD basis set

Each line ends with the natural charge from an NBO analysis.
Positions of all 66 atoms, in Å:
1 C -4.241 -2.004 -2.793  -0.62
2 C -4.962 -0.730 -3.273  -0.07
3 C -5.904 -1.020 -4.445  -0.07
4 O -5.272 -1.820 -5.439  -0.54
5 C -4.655 -1.063 -6.458  -0.25
6 N -5.697 -0.092 -2.175  -0.84
7 H -3.552 -1.736 -1.992  0.21
8 H -3.649 -2.455 -3.588  0.21
9 H -5.013 -2.694 -2.448  0.20
10 H -4.186 -0.013 -3.574  0.17
11 H -6.349 -0.089 -4.793  0.18
12 H -6.641 -1.725 -4.039  0.18
13 H -5.329 -0.332 -6.913  0.17
14 H -4.285 -1.760 -7.210  0.19
15 H -3.758 -0.540 -6.091  0.16
16 H -6.501 -0.646 -1.898  0.35
17 H -5.085 -0.042 -1.365  0.37
18 C 0.325 -1.290 0.978  -0.62
19 C 0.948 -0.142 0.215  -0.07
20 C 0.004 1.014 0.004  -0.07
21 O -1.178 0.568 -0.629  -0.57
22 C -1.633 1.429 -1.667  -0.24
23 N 2.186 0.307 0.902  -0.87
24 H 1.046 -2.096 1.132  0.21
25 H -0.613 -1.637 0.555  0.24
26 H 0.094 -0.966 2.004  0.20
27 H 1.189 -0.493 -0.801  0.17
28 H 0.519 1.808 -0.556  0.17
29 H -0.297 1.536 0.923  0.18
30 H -2.694 1.241 -1.827  0.20
31 H -1.086 1.262 -2.598  0.17
32 H -1.527 2.461 -1.318  0.18
33 H 2.774 -0.537 0.909  0.39
34 H 2.743 0.809 0.200  0.37
35 C 3.951 -0.608 4.320  -0.62
36 C 5.032 -1.626 3.954  -0.07
37 C 5.487 -1.459 2.521  -0.06
38 O 4.389 -1.608 1.649  -0.56
39 C 4.845 -1.800 0.331  -0.26
40 N 6.204 -1.605 4.818  -0.83
41 H 3.611 -0.743 5.346  0.21
42 H 3.114 -0.677 3.625  0.23
43 H 4.377 0.397 4.238  0.20
44 H 4.591 -2.625 4.032  0.19
45 H 6.323 -2.129 2.303  0.19
46 H 5.878 -0.433 2.405  0.15
47 H 3.995 -1.919 -0.354  0.19
48 H 5.397 -2.740 0.243  0.18
49 H 5.401 -0.947 -0.074  0.18
50 H 5.899 -1.814 5.766  0.36
51 H 6.608 -0.675 4.907  0.35
52 O -3.505 -0.403 0.888  -0.98
53 H -2.780 -0.254 0.265  0.48
54 H -3.536 0.414 1.404  0.49
55 O -0.826 4.386 1.884  -0.97
56 H -0.450 3.947 2.659  0.50
57 H -0.264 5.150 1.727  0.48
58 O 1.469 2.636 2.581  -0.98
59 H 1.584 1.781 2.099  0.51
60 H 1.891 3.302 2.032  0.45
61 O 3.542 2.671 -0.737  -0.94
62 H 3.076 2.849 0.087  0.46
63 H 3.455 3.484 -1.248  0.48
64 O -2.541 2.117 2.068  -0.97
65 H -2.025 2.914 1.854  0.50
66 H -1.910 1.510 2.475  0.47

Calculated values
charge	0
HOMO energy	-8.90	eV
SMILES	COC[C@H](C)N.COC[C@H](C)N.COC[C@H](C)N.O.O.O.O.O
frontier orbital gap	8.77	eV


(3)
Formula: C12H44N12O10
Source: OMol25
Level of theory: ωB97M-V with the def2-TZVPD basis set

Each line ends with the Löwdin charge.
Positions of all 78 atoms, in Å:
1 C -5.074 0.497 2.616  -0.07
2 C -4.228 1.670 2.280  -0.36
3 O -3.380 2.037 3.313  -0.08
4 H -5.465 0.708 3.623  0.10
5 H -4.490 -0.444 2.751  0.08
6 H -5.824 0.238 1.965  0.04
7 H -4.729 2.570 1.919  0.12
8 H -3.524 1.445 1.443  0.08
9 H -2.777 1.287 3.458  0.02
10 C 1.175 -3.446 -1.865  -0.12
11 C 2.532 -2.954 -1.849  -0.31
12 O 2.554 -1.708 -1.160  -0.09
13 H 1.228 -4.328 -2.512  0.09
14 H 0.431 -2.729 -2.259  0.07
15 H 0.860 -3.780 -0.924  0.06
16 H 2.914 -2.965 -2.915  0.14
17 H 3.160 -3.784 -1.411  0.14
18 H 2.730 -1.883 -0.266  0.09
19 C 0.587 0.190 -4.788  -0.70
20 O 0.708 -0.839 -3.863  -0.09
21 N 0.167 -0.020 -5.946  0.20
22 N 0.802 1.387 -4.438  0.14
23 H 0.025 -1.039 -6.067  0.16
24 H 0.443 0.498 -6.762  0.13
25 H 1.383 1.288 -3.564  0.15
26 H 0.827 2.295 -5.007  0.19
27 C 1.453 -0.685 4.317  -0.63
28 O 1.822 -1.950 4.703  -0.11
29 N 0.946 -0.476 3.192  0.14
30 N 1.780 0.439 4.950  0.18
31 H 0.917 -1.286 2.579  0.11
32 H 0.743 0.379 2.615  0.09
33 H 2.207 0.629 5.832  0.11
34 H 1.287 1.305 4.750  0.11
35 C -1.128 2.235 -1.524  -0.60
36 O -0.087 3.137 -1.447  -0.06
37 N -2.147 2.204 -0.755  0.14
38 N -1.163 1.227 -2.424  0.12
39 H -2.287 3.052 -0.143  0.18
40 H -3.043 1.807 -0.989  0.14
41 H -0.375 1.286 -3.159  0.09
42 H -2.043 0.724 -2.698  0.16
43 C -0.335 -0.726 0.224  -0.70
44 O 0.056 -1.831 0.873  -0.06
45 N -1.196 0.067 0.665  0.13
46 N 0.216 -0.327 -0.903  0.14
47 H -1.534 -0.255 1.588  0.12
48 H -1.576 0.960 0.144  0.10
49 H 0.976 -0.911 -1.267  0.07
50 H -0.379 0.304 -1.526  0.03
51 C 1.479 2.272 1.611  -0.65
52 O 2.310 3.181 2.190  -0.10
53 N 0.240 1.925 1.839  0.12
54 N 1.883 1.576 0.598  0.16
55 H -0.209 2.515 2.611  0.17
56 H -0.371 1.273 1.361  0.02
57 H 2.856 1.484 0.389  0.11
58 H 1.281 0.970 -0.052  0.10
59 C 5.630 -0.285 -2.570  -0.64
60 O 5.902 -1.617 -2.522  -0.10
61 N 6.436 0.741 -2.510  0.13
62 N 4.357 0.048 -2.557  0.15
63 H 7.499 0.648 -2.653  0.16
64 H 6.205 1.697 -2.221  0.12
65 H 3.875 1.006 -2.651  0.15
66 H 3.731 -0.589 -2.273  0.00
67 C -3.728 -1.988 -0.509  -0.16
68 O -2.849 -1.724 -1.557  -0.12
69 H -3.485 -2.883 -0.010  0.07
70 H -4.744 -2.104 -0.818  0.08
71 H -3.605 -1.118 0.141  0.06
72 H -2.048 -1.336 -1.149  0.04
73 C -2.106 -0.617 4.497  -0.12
74 O -1.504 0.097 3.477  -0.16
75 H -1.368 -0.816 5.210  0.07
76 H -2.354 -1.604 4.195  0.09
77 H -2.865 -0.109 5.108  0.11
78 H -0.602 -0.172 3.455  -0.02

Calculated values
charge	0
HOMO energy	-8.74	eV
SMILES	NC(N)=O.NC(N)=O.NC(N)=O.NC(N)=O.NC(N)=O.NC(N)=O.CCO.CCO.CO.CO
frontier orbital gap	8.31	eV


Looking at E for the records above, in order, we have -3736.06689 -1249.12583 -1892.92336 a.u..
Looking at energy above the lowest of the compared OMol25 structures with the same formula, charge and spin for the records above, in order, we have 0.0 122.3 1136.0 kJ/mol.